# 1
A cluster of 2 separate species, C2H6O3 in total in a non-equilibrium geometry. Source: the OMol25 dataset; level of theory: ωB97M-V with the def2-TZVPD basis set.

Output
Relative energy (zero: lowest compared OMol25 entry of this formula, charge and spin): 60.0 kcal per mole
SMILES: O=CO.CO
LUMO energy: 0.024 hartree
2S+1: 1
HOMO energy: -10.48 eV
Calculated total energy: -8311.9070 eV

Last columns: bonded neighbours and bond lengths (Å).
Positions of all 11 atoms, in Å:
1 O -1.74299 -0.71243 2.82640  C2 1.228
2 C -1.56333 -0.62128 1.61537  O1 1.228, O3 1.355, H4 1.148
3 O -2.42628 -1.00033 0.64214  C2 1.355, H5 0.990
4 H -0.81048 0.12413 1.17366  C2 1.148
5 H -2.24407 -1.91547 0.31026  O3 0.990
6 C 1.35156 0.75812 -1.55475  O7 1.519, H8 1.109, H9 1.120, H10 1.063
7 O 1.29972 0.48610 -0.06074  C6 1.519, H11 1.051
8 H 2.43062 0.66137 -1.79219  C6 1.109
9 H 0.70477 1.62296 -1.85137  C6 1.120
10 H 0.87883 -0.14738 -1.85047  C6 1.063
11 H 2.12166 0.74421 0.54170  O7 1.051

# 2
A cluster of 2 separate species, CHCl3S in total in a non-equilibrium geometry. Source: the OMol25 dataset; level of theory: ωB97M-V with the def2-TZVPD basis set.

Output
Relative energy (zero: lowest compared OMol25 entry of this formula, charge and spin): 3.0 kcal per mole
SMILES: S=C(Cl)Cl.Cl
LUMO energy: -0.042 hartree
2S+1: 1
HOMO energy: -9.69 eV
Calculated total energy: -49455.0188 eV

Last columns: bonded neighbours and bond lengths (Å).
Positions of all 6 atoms, in Å:
1 S 1.12321 1.08802 1.71253  C2 1.606
2 C 0.64880 -0.18507 0.85671  S1 1.606, Cl3 1.722, Cl4 1.739
3 Cl -0.79201 -0.97299 1.37432  C2 1.722
4 Cl 1.55902 -1.10724 -0.30273  C2 1.739
5 Cl -1.27595 0.17308 -2.32848  H6 1.313
6 H -1.26307 1.00419 -1.31235  Cl5 1.313

# 3
The molecule C5H6N2O in a non-equilibrium geometry. Source: the OMol25 dataset; level of theory: ωB97M-V with the def2-TZVPD basis set.

Output
Relative energy (zero: lowest compared OMol25 entry of this formula, charge and spin): 110.8 kcal per mole
SMILES: O=C[C@@H]1[C@@H]2C=NN[C@H]12
LUMO energy: 0.017 hartree
2S+1: 1
HOMO energy: -8.37 eV
Calculated total energy: -10304.8008 eV

Last columns: bonded neighbours and bond lengths (Å).
Positions of all 14 atoms, in Å:
1 O -2.78136 -0.45776 -0.12466  C2 1.329
2 C -1.56872 -0.12098 -0.55156  O1 1.329, C3 1.428, H9 1.270
3 C -0.77108 0.64054 0.35537  C2 1.428, C4 1.495, C8 1.643, H10 1.087
4 C 0.57209 1.27231 0.17733  C3 1.495, C5 1.549, C8 1.589, H11 1.125
5 C 1.35290 0.54595 -0.94645  C4 1.549, N6 1.359, H12 0.990
6 N 1.60008 -0.77999 -0.78398  C5 1.359, N7 1.417
7 N 1.21531 -0.98581 0.56406  N6 1.417, C8 1.366, H13 1.207
8 C 0.52111 0.02653 1.16294  C3 1.643, C4 1.589, N7 1.366, H14 1.029
9 H -1.21556 -0.40428 -1.73803  C2 1.270
10 H -1.36756 1.03784 1.17278  C3 1.087
11 H 0.98964 2.26679 0.49758  C4 1.125
12 H 1.47996 1.06491 -1.77972  C5 0.990
13 H 1.43140 -2.08640 1.01089  N7 1.207
14 H 0.58740 -0.04233 2.18747  C8 1.029

# 4
The molecule C4H8 in a non-equilibrium geometry. Source: the OMol25 dataset; level of theory: ωB97M-V with the def2-TZVPD basis set.

Output
Relative energy (zero: lowest compared OMol25 entry of this formula, charge and spin): 52.0 kcal per mole
SMILES: CC1CC1
LUMO energy: 0.050 hartree
2S+1: 1
HOMO energy: -8.30 eV
Calculated total energy: -4274.9377 eV

Last columns: bonded neighbours and bond lengths (Å).
Positions of all 12 atoms, in Å:
1 C 1.50421 0.15267 0.12518  C2 1.455, H5 1.233, H6 1.114, H7 1.105
2 C 0.26177 -0.29703 -0.48309  C1 1.455, C3 1.553, C4 1.863, H8 1.029
3 C -0.97898 -0.75005 0.33451  C2 1.553, C4 1.517, H9 1.150, H10 1.023
4 C -1.31067 0.64729 -0.15492  C2 1.863, C3 1.517, H11 1.015, H12 1.131
5 H 1.62871 1.37827 0.16621  C1 1.233
6 H 2.33042 -0.30771 -0.46281  C1 1.114
7 H 1.74049 -0.16076 1.15802  C1 1.105
8 H 0.31561 -0.57933 -1.47102  C2 1.029
9 H -0.88919 -0.91971 1.46793  C3 1.150
10 H -1.58086 -1.42996 -0.13576  C3 1.023
11 H -1.64410 0.74821 -1.10863  C4 1.015
12 H -1.37740 1.51812 0.56439  C4 1.131

# 5
The molecule C6H9N. Source: the OMol25 dataset; level of theory: ωB97M-V with the def2-TZVPD basis set.

Output
Relative energy (zero: lowest compared OMol25 entry of this formula, charge and spin): 69.0 kcal per mole
LUMO energy: 0.019 hartree
2S+1: 1
HOMO energy: -7.71 eV
Calculated total energy: -7855.1656 eV

Last columns: bonded neighbours and bond lengths (Å).
Positions of all 16 atoms, in Å:
1 C -1.36668 0.90446 -0.80587  C2 1.525, H8 1.093, H9 1.094, H10 1.099
2 C -0.31586 0.00418 -0.16406  C1 1.525, C3 1.508, C4 1.550, N7 1.486
3 C 0.32835 -1.07118 -1.00166  C2 1.508, C5 1.404
4 C -0.94248 -0.82635 0.98507  C2 1.550, H11 1.092, H12 1.094, H13 1.093
5 C 1.69365 -0.93670 -0.70302  C3 1.404, C6 1.400, H14 1.086
6 C 1.93452 0.19727 0.08223  C5 1.400, N7 1.323, H15 1.089
7 N 0.80315 0.81042 0.38979  C2 1.486, C6 1.323, H16 1.009
8 H -2.12369 0.27903 -1.28553  C1 1.093
9 H -0.94078 1.57102 -1.56208  C1 1.094
10 H -1.86493 1.51827 -0.04235  C1 1.099
11 H -1.93284 -1.16872 0.67895  C4 1.092
12 H -1.03108 -0.22700 1.89564  C4 1.094
13 H -0.33922 -1.71297 1.19741  C4 1.093
14 H 2.48548 -1.61433 -1.00686  C5 1.086
15 H 2.88136 0.59090 0.44831  C6 1.089
16 H 0.73104 1.68172 0.89402  N7 1.009

# 6
A cluster of 2 separate species, C2H10N3O in total in a non-equilibrium geometry. Source: the OMol25 dataset; level of theory: ωB97M-V with the def2-TZVPD basis set.

Output
Relative energy (zero: lowest compared OMol25 entry of this formula, charge and spin): 23.2 kcal per mole
LUMO energy: -0.123 hartree
Charge: +1
2S+1: 1
HOMO energy: -14.33 eV
Calculated total energy: -8748.1364 eV

Last columns: bonded neighbours and bond lengths (Å).
Positions of all 16 atoms, in Å:
1 C -1.12829 -0.67300 -0.24173  N2 1.364, N3 1.360, N4 1.380
2 N 0.06888 -1.27277 -0.50028  C1 1.364, H6 1.023, H7 1.023
3 N -1.25875 0.35591 0.63813  C1 1.360, C5 1.479, H8 1.023
4 N -2.22636 -1.27101 -0.82666  C1 1.380, H9 1.023, H10 1.023
5 C -0.19967 1.08398 1.37015  N3 1.479, H11 1.103, H12 1.103, H13 1.103
6 H 0.88356 -0.91497 0.00450  N2 1.023
7 H 0.05513 -2.24182 -0.82781  N2 1.023
8 H -2.21736 0.64695 0.84521  N3 1.023
9 H -3.10600 -1.04069 -0.35790  N4 1.023
10 H -2.22468 -1.90911 -1.62625  N4 1.023
11 H 0.36592 0.45065 2.07415  C5 1.103
12 H -0.68675 1.89387 1.93886  C5 1.103
13 H 0.50881 1.53362 0.65426  C5 1.103
14 O 4.01441 0.92347 -0.85605  H15 0.984, H16 0.984
15 H 3.79538 1.88126 -0.80191  O14 0.984
16 H 3.35577 0.55367 -1.48667  O14 0.984

# 7
A cluster of 4 separate species, C37H68Cl2IN2O11S3 in total in a non-equilibrium geometry. Source: the OMol25 dataset; level of theory: ωB97M-V with the def2-TZVPD basis set.

Output
LUMO energy: -0.137 hartree
Charge: +1
2S+1: 1
HOMO energy: -11.60 eV
Calculated total energy: -130617.6323 eV

Last columns: bonded neighbours and bond lengths (Å).
Positions of all 124 atoms, in Å:
1 C 5.52365 -1.17730 -0.02182  C2 1.529, H36 1.082, H37 1.088, H38 1.088
2 C 4.62095 -1.74687 1.07332  C1 1.529, C3 1.527, H39 1.091, H40 1.089
3 C 3.22551 -1.13387 0.98730  C2 1.527, C4 1.535, H41 1.090, H42 1.088
4 C 2.24501 -1.77653 1.97770  C3 1.535, C5 1.542, H43 1.088, H44 1.089
5 C 1.77275 -3.19566 1.60410  C4 1.542, C6 1.549, H45 1.079, H46 1.086
6 C 0.87158 -3.28719 0.34716  C5 1.549, C7 1.546, C11 1.504, C27 1.579
7 C 1.83862 -3.70282 -0.78564  C6 1.546, Cl8 1.807, C9 1.512, H47 1.083
8 Cl 1.42068 -2.96694 -2.38234  C7 1.807
9 C 2.11992 -5.18406 -0.90110  C7 1.512, C10 1.531, H48 1.089, H49 1.083
10 C 3.34375 -5.43109 -1.78641  C9 1.531, H50 1.084, H51 1.083, H52 1.090
11 C 0.29730 -1.93299 0.03311  C6 1.504, N12 1.280, H53 1.075
12 N -0.92490 -1.74702 0.36467  C11 1.280, C13 1.496, C21 1.495
13 C -1.51462 -0.41594 0.02244  N12 1.496, C14 1.520, H54 1.083, H55 1.081
14 C -2.41681 0.22267 1.06558  C13 1.520, C15 1.521, H56 1.087, H57 1.085
15 C -3.47994 1.13336 0.47200  C14 1.521, C16 1.400, C20 1.395
16 C -3.97888 2.16237 1.28025  C15 1.400, C17 1.394, H58 1.082
17 C -4.98626 3.01308 0.82692  C16 1.394, C18 1.392, H59 1.080
18 C -5.53052 2.85846 -0.44502  C17 1.392, C19 1.396, H60 1.077
19 C -5.02441 1.84987 -1.26759  C18 1.396, C20 1.396, H61 1.079
20 C -4.01728 0.99849 -0.80819  C15 1.395, C19 1.396, H62 1.080
21 C -1.48184 -2.98767 0.98471  N12 1.495, I22 2.219, C23 1.590, C27 1.558
22 I -1.16551 -2.50432 3.12670  C21 2.219, Cl24 2.929
23 C -3.01847 -3.37748 0.86341  C21 1.590, Cl24 1.779, C25 1.554, H63 1.081
24 Cl -3.91417 -3.19641 2.39017  I22 2.929, C23 1.779
25 C -3.83036 -2.72647 -0.29049  C23 1.554, C26 1.531, H64 1.083, H65 1.083
26 C -5.08946 -1.94125 0.08791  C25 1.531, H66 1.083, H67 1.082, H68 1.085
27 C -0.49336 -4.07238 0.46294  C6 1.579, C21 1.558, C28 1.573, O33 1.411
28 C -0.50728 -5.25005 1.50622  C27 1.573, C29 1.534, H69 1.087, H70 1.084
29 C -0.58820 -6.65757 0.90141  C28 1.534, C30 1.524, H71 1.084, H72 1.081
30 C -0.41806 -7.59304 2.09197  C29 1.524, N31 1.409, O32 1.192
31 N -1.59183 -8.09043 2.69136  C30 1.409, H73 1.012, H74 1.014
32 O 0.65919 -7.87724 2.51479  C30 1.192
33 O -0.80920 -4.71814 -0.75082  C27 1.411, C34 1.431
34 C -1.47909 -4.11019 -1.85996  O33 1.431, C35 1.534, H75 1.084, H76 1.084
35 C -2.70079 -4.94863 -2.25522  C34 1.534, H77 1.085, H78 1.082, H79 1.087
36 H 6.50928 -1.62297 0.00778  C1 1.082
37 H 5.61137 -0.09936 0.09624  C1 1.088
38 H 5.05240 -1.36563 -0.98467  C1 1.088
39 H 4.59452 -2.83122 0.95719  C2 1.091
40 H 5.06942 -1.52333 2.03972  C2 1.089
41 H 2.91893 -1.22136 -0.05464  C3 1.090
42 H 3.33169 -0.08738 1.26508  C3 1.088
43 H 1.40909 -1.13189 2.24087  C4 1.088
44 H 2.80010 -1.91173 2.90531  C4 1.089
45 H 1.30333 -3.59769 2.48907  C5 1.079
46 H 2.68268 -3.77381 1.47663  C5 1.086
47 H 2.78954 -3.24261 -0.54763  C7 1.083
48 H 2.35414 -5.55475 0.09605  C9 1.089
49 H 1.28059 -5.71327 -1.33413  C9 1.083
50 H 3.70271 -6.44193 -1.62809  C10 1.084
51 H 3.13435 -5.27126 -2.83678  C10 1.083
52 H 4.13225 -4.76607 -1.43468  C10 1.090
53 H 0.90835 -1.18815 -0.44470  C11 1.075
54 H -0.66243 0.23651 -0.12212  C13 1.083
55 H -1.98033 -0.48691 -0.95053  C13 1.081
56 H -2.91597 -0.49781 1.70862  C14 1.087
57 H -1.80187 0.87144 1.68045  C14 1.085
58 H -3.59516 2.30489 2.28199  C16 1.082
59 H -5.36338 3.78358 1.48244  C17 1.080
60 H -6.32330 3.50763 -0.77698  C18 1.077
61 H -5.45719 1.73548 -2.24966  C19 1.079
62 H -3.68064 0.23155 -1.48992  C20 1.080
63 H -3.00899 -4.44831 0.71449  C23 1.081
64 H -4.21361 -3.54965 -0.87990  C25 1.083
65 H -3.22143 -2.13838 -0.96530  C25 1.083
66 H -5.83385 -2.62520 0.47656  C26 1.083
67 H -4.90963 -1.15647 0.81049  C26 1.082
68 H -5.48306 -1.48186 -0.81241  C26 1.085
69 H -1.36555 -5.16778 2.16750  C28 1.087
70 H 0.39954 -5.25549 2.10033  C28 1.084
71 H -1.55821 -6.86274 0.46215  C29 1.084
72 H 0.23966 -6.86758 0.23842  C29 1.081
73 H -2.40487 -7.86410 2.13200  N31 1.012
74 H -1.74981 -7.68334 3.60692  N31 1.014
75 H -0.80146 -4.17679 -2.70359  C34 1.084
76 H -1.70930 -3.05634 -1.75261  C34 1.084
77 H -3.11919 -5.44440 -1.38566  C35 1.085
78 H -2.44869 -5.64298 -3.04529  C35 1.082
79 H -3.45793 -4.27400 -2.64690  C35 1.087
80 O -1.60858 7.84676 2.76792  S81 1.431
81 S -2.61017 8.05086 1.76684  O80 1.431, O82 1.431, O83 1.594, C86 1.754
82 O -3.88596 7.41491 1.89754  S81 1.431
83 O -1.98667 7.67348 0.34872  S81 1.594, C84 1.439
84 C -1.41318 6.36024 0.21364  O83 1.439, C85 1.516, H87 1.092, H88 1.088
85 C -2.46655 5.27113 0.16035  C84 1.516, H89 1.088, H90 1.092, H91 1.090
86 C -2.84239 9.76527 1.47528  S81 1.754, H92 1.086, H93 1.088, H94 1.087
87 H -0.70337 6.18867 1.02501  C84 1.092
88 H -0.84798 6.38562 -0.71616  C84 1.088
89 H -3.01064 5.20700 1.10022  C85 1.088
90 H -2.00426 4.30031 -0.02826  C85 1.092
91 H -3.19478 5.47625 -0.62460  C85 1.090
92 H -1.87369 10.24014 1.34680  C86 1.086
93 H -3.35127 10.17161 2.34626  C86 1.088
94 H -3.45929 9.89241 0.58919  C86 1.087
95 O 7.75704 -3.75243 -0.33133  S96 1.433
96 S 7.74104 -5.18381 -0.27623  O95 1.433, O97 1.433, O98 1.582, C101 1.757
97 O 6.51203 -5.88020 -0.03514  S96 1.433
98 O 8.83953 -5.67725 0.74968  S96 1.582, C99 1.447
99 C 8.79215 -5.17080 2.10417  O98 1.447, C100 1.515, H102 1.091, H103 1.087
100 C 7.66096 -5.76491 2.91873  C99 1.515, H104 1.089, H105 1.090, H106 1.090
101 C 8.47959 -5.83979 -1.72984  S96 1.757, H107 1.086, H108 1.088, H109 1.087
102 H 8.74023 -4.08126 2.08071  C99 1.091
103 H 9.75017 -5.44333 2.54019  C99 1.087
104 H 6.68842 -5.46781 2.52900  C100 1.089
105 H 7.73034 -5.42407 3.95169  C100 1.090
106 H 7.70383 -6.85342 2.89936  C100 1.090
107 H 9.42461 -5.33392 -1.90594  C101 1.086
108 H 7.78910 -5.65359 -2.54932  C101 1.088
109 H 8.62422 -6.90828 -1.59598  C101 1.087
110 O -1.87904 12.58917 -1.02141  S111 1.432
111 S -2.87525 12.77534 -2.03314  O110 1.432, O112 1.431, O113 1.587, C116 1.757
112 O -4.15574 12.15253 -1.89511  S111 1.431
113 O -2.25154 12.39409 -3.44151  S111 1.587, C114 1.444
114 C -1.67213 11.08006 -3.59374  O113 1.444, C115 1.516, H117 1.091, H118 1.088
115 C -2.71110 9.97888 -3.66963  C114 1.516, H119 1.089, H120 1.090, H121 1.090
116 C -3.10513 14.49065 -2.33786  S111 1.757, H122 1.086, H123 1.087, H124 1.086
117 H -0.96064 10.90263 -2.78561  C114 1.091
118 H -1.10805 11.12655 -4.52260  C114 1.088
119 H -3.25859 9.88002 -2.73381  C115 1.089
120 H -2.22528 9.02555 -3.87960  C115 1.090
121 H -3.43721 10.18963 -4.45439  C115 1.090
122 H -2.13449 14.96095 -2.46703  C116 1.086
123 H -3.61526 14.90081 -1.46944  C116 1.087
124 H -3.72074 14.60809 -3.22537  C116 1.086